(1)
This record from OMol25 describes a molecular structure, C36H51Br2GeN4OPb. The level of theory is the ωB97M-V functional and the def2-TZVPD basis.

Geometry (Å):
Pb (-0.456, -1.426, -0.064)
C (-4.609, 4.651, 0.400)
C (-3.622, 4.290, 1.525)
C (-4.404, 4.034, 2.827)
C (-2.669, 5.464, 1.754)
C (-2.894, 3.024, 1.134)
C (-3.586, 1.817, 0.992)
C (-2.905, 0.667, 0.676)
N (-1.576, 0.622, 0.499)
C (-0.888, 1.778, 0.589)
C (-1.524, 2.975, 0.884)
C (0.572, 1.736, 0.313)
C (1.422, 2.761, 0.710)
C (2.774, 2.742, 0.373)
C (3.204, 1.649, -0.386)
C (2.309, 0.656, -0.715)
N (1.021, 0.672, -0.367)
C (3.749, 3.808, 0.831)
C (4.651, 4.248, -0.332)
C (3.038, 5.042, 1.393)
C (4.612, 3.175, 1.941)
H (-5.169, 5.540, 0.688)
H (-5.325, 3.849, 0.216)
H (-4.083, 4.865, -0.532)
H (-4.903, 4.954, 3.128)
H (-3.733, 3.732, 3.633)
H (-5.170, 3.268, 2.705)
H (-3.246, 6.334, 2.062)
H (-2.127, 5.737, 0.847)
H (-1.955, 5.246, 2.552)
H (-4.655, 1.769, 1.136)
H (-3.438, -0.267, 0.562)
H (-0.949, 3.887, 0.902)
H (1.031, 3.575, 1.300)
H (4.232, 1.575, -0.711)
H (2.630, -0.207, -1.292)
H (4.060, 4.626, -1.167)
H (5.292, 3.443, -0.692)
H (5.304, 5.051, 0.009)
H (2.381, 5.494, 0.647)
H (3.781, 5.786, 1.675)
H (2.463, 4.807, 2.290)
H (5.156, 2.302, 1.575)
H (3.995, 2.872, 2.789)
H (5.341, 3.905, 2.294)
Br (-5.970, -3.187, -4.203)
C (-4.518, -2.678, -3.131)
C (-3.479, -1.917, -3.653)
C (-2.431, -1.603, -2.816)
N (-2.355, -2.001, -1.543)
C (-3.370, -2.716, -1.021)
C (-4.469, -3.060, -1.795)
C (-3.299, -3.068, 0.423)
C (-4.202, -3.943, 1.007)
C (-4.153, -4.169, 2.379)
Br (-5.369, -5.344, 3.184)
C (-3.202, -3.500, 3.139)
C (-2.332, -2.655, 2.483)
N (-2.354, -2.456, 1.163)
H (-3.498, -1.573, -4.677)
H (-1.610, -0.989, -3.172)
H (-5.306, -3.601, -1.382)
H (-4.943, -4.467, 0.423)
H (-3.144, -3.638, 4.209)
H (-1.579, -2.106, 3.038)
C (0.383, -4.934, 1.695)
C (1.182, -3.817, 2.334)
O (1.530, -2.848, 1.331)
C (2.736, -2.129, 1.609)
C (2.570, -1.056, 2.670)
H (0.099, -5.658, 2.458)
H (0.982, -5.447, 0.944)
H (-0.526, -4.553, 1.225)
H (2.099, -4.222, 2.770)
H (0.613, -3.334, 3.134)
H (3.031, -1.682, 0.657)
H (3.511, -2.841, 1.907)
H (1.797, -0.341, 2.378)
H (3.510, -0.519, 2.797)
H (2.302, -1.493, 3.632)
C (3.739, -4.730, -3.597)
Ge (3.373, -2.832, -3.837)
C (1.050, -1.945, -5.404)
C (4.908, -1.627, -3.889)
C (1.469, -2.257, -3.961)
H (4.506, -5.047, -4.306)
H (2.836, -5.318, -3.741)
H (4.124, -4.890, -2.587)
H (1.155, -2.812, -6.054)
H (1.626, -1.125, -5.830)
H (0.000, -1.654, -5.416)
H (5.577, -1.962, -4.684)
H (5.443, -1.720, -2.941)
H (4.621, -0.592, -4.061)
H (0.887, -3.088, -3.557)
H (1.325, -1.382, -3.323)

Atoms 1-3, force components in eV/Å:
Pb 0.20 -0.24 -0.08
C 0.07 -0.03 0.03
C -0.17 0.18 0.00

Computed properties:
LUMO   -9.115 eV
Orbital gap   7.2457 eV
HOMO   -16.3611 eV
ΔE to the lowest compared entry with this formula, charge and spin   25.5 kcal per mole
Net charge   +3



(2)
This record from OMol25 describes a molecular structure, C36H51BrN3OP2Pt at a distorted geometry. The level of theory is the ωB97M-V functional and the def2-TZVPD basis.

Geometry (Å):
C (2.014, -1.856, -1.928)
C (2.019, 0.343, -2.841)
C (2.857, -2.324, -2.953)
C (2.723, -0.152, -3.970)
C (3.181, -1.454, -4.005)
H (3.292, -3.328, -2.891)
H (2.851, 0.542, -4.794)
H (3.808, -1.801, -4.835)
N (1.608, -0.584, -1.903)
P (-0.123, -2.289, -0.095)
P (0.996, 2.218, -1.066)
C (1.492, -2.814, -0.846)
H (1.389, -3.822, -1.279)
H (2.230, -2.904, -0.028)
C (1.821, 1.729, -2.642)
H (1.821, 2.313, -3.574)
C (-0.488, 3.460, -1.036)
C (2.645, 2.987, -0.497)
C (-1.384, -3.106, -1.279)
C (-0.180, -3.299, 1.540)
C (-1.800, 2.928, -0.418)
H (-1.639, 2.451, 0.558)
H (-2.470, 3.793, -0.282)
H (-2.322, 2.233, -1.080)
C (-0.164, 4.730, -0.240)
H (-0.060, 4.522, 0.833)
H (0.726, 5.257, -0.594)
H (-1.020, 5.415, -0.344)
C (-0.751, 3.788, -2.504)
H (-1.549, 4.543, -2.553)
H (0.129, 4.202, -3.011)
H (-1.078, 2.895, -3.057)
C (2.637, 3.524, 0.933)
H (2.389, 2.747, 1.660)
H (3.650, 3.894, 1.156)
H (1.945, 4.356, 1.071)
C (3.733, 1.899, -0.574)
H (3.434, 0.996, -0.031)
H (3.962, 1.619, -1.606)
H (4.667, 2.272, -0.133)
C (2.963, 4.130, -1.481)
H (2.667, 3.897, -2.510)
H (2.486, 5.074, -1.197)
H (4.047, 4.310, -1.496)
C (-1.632, -3.387, 2.042)
H (-1.636, -3.873, 3.031)
H (-2.075, -2.389, 2.158)
H (-2.287, -3.980, 1.398)
C (0.637, -2.618, 2.647)
H (1.683, -2.464, 2.357)
H (0.203, -1.665, 2.962)
H (0.637, -3.284, 3.527)
C (0.418, -4.712, 1.394)
H (0.331, -5.216, 2.370)
H (-0.098, -5.343, 0.669)
H (1.482, -4.680, 1.130)
C (-0.939, -2.969, -2.746)
H (-1.640, -3.536, -3.380)
H (-0.935, -1.934, -3.097)
H (0.055, -3.403, -2.911)
C (-2.755, -2.455, -1.054)
H (-2.783, -1.415, -1.363)
H (-3.515, -2.988, -1.646)
H (-3.057, -2.487, -0.002)
C (-1.598, -4.611, -1.054)
H (-0.674, -5.185, -1.176)
H (-2.074, -4.840, -0.097)
H (-2.295, -4.968, -1.829)
Pt (0.193, 0.108, -0.301)
C (0.974, 0.336, 1.357)
O (1.544, 0.489, 2.361)
N (-1.321, 0.287, -1.821)
C (-2.232, 0.204, -2.611)
C (-2.677, 0.504, -3.944)
C (-4.017, 0.455, -4.390)
C (-1.683, 0.991, -4.825)
C (-4.318, 0.713, -5.741)
H (-4.798, 0.280, -3.646)
C (-2.005, 1.272, -6.158)
H (-0.675, 1.172, -4.430)
C (-3.307, 1.097, -6.632)
H (-5.348, 0.606, -6.078)
H (-1.224, 1.611, -6.824)
H (-3.539, 1.235, -7.685)
Br (-2.905, -0.358, 5.986)
C (-2.077, 0.853, 4.773)
C (-1.823, 2.175, 5.155)
C (-1.212, 3.028, 4.235)
C (-0.865, 2.509, 2.980)
N (-1.180, 1.275, 2.605)
C (-1.770, 0.445, 3.462)
H (-2.123, 2.519, 6.142)
H (-1.007, 4.077, 4.441)
H (-0.339, 3.136, 2.256)
H (-2.027, -0.548, 3.109)

Atoms 1-3, force components in eV/Å:
C -0.33 -0.38 0.12
C 0.15 -0.91 -0.01
C 0.28 0.40 0.04

Computed properties:
Spin multiplicity   5
LUMO (alpha / beta)   -8.427 / -12.915 eV
Orbital gap (alpha / beta)   5.0743 / 3.5218 eV
HOMO (alpha / beta)   -13.5014 / -16.4365 eV
ΔE to the lowest compared entry with this formula, charge and spin   39.7 kcal per mole
Net charge   +3



(3)
This record from OMol25 describes a molecular structure, C36H51CaClN3OP2 at a distorted geometry. The level of theory is the ωB97M-V functional and the def2-TZVPD basis.

Geometry (Å):
C (-2.011, -1.968, -1.524)
C (0.127, -1.682, -2.442)
C (-2.339, -2.911, -2.498)
C (-0.165, -2.556, -3.483)
C (-1.410, -3.190, -3.499)
H (-3.315, -3.387, -2.464)
H (0.586, -2.747, -4.259)
H (-1.651, -3.869, -4.298)
N (-0.756, -1.464, -1.436)
P (-2.724, 0.267, 0.051)
P (2.485, -0.850, -0.877)
C (-3.089, -1.434, -0.575)
H (-4.065, -1.400, -1.091)
H (-3.188, -2.121, 0.285)
C (0.536, 2.701, 2.323)
O (0.995, 3.471, 3.039)
C (1.395, -0.811, -2.467)
H (2.077, -1.089, -3.279)
C (3.867, 0.422, -1.147)
C (3.132, -2.574, -0.559)
C (-3.402, 1.384, -1.319)
C (-3.604, 0.473, 1.717)
C (3.393, 1.745, -0.502)
H (3.210, 1.611, 0.575)
H (4.184, 2.498, -0.629)
H (2.476, 2.133, -0.964)
C (5.161, 0.022, -0.414)
H (4.997, -0.095, 0.665)
H (5.622, -0.889, -0.819)
H (5.877, 0.849, -0.552)
C (4.194, 0.651, -2.635)
H (5.114, 1.261, -2.680)
H (4.391, -0.288, -3.176)
H (3.404, 1.210, -3.152)
C (3.693, -2.548, 0.886)
H (3.198, -1.788, 1.507)
H (3.498, -3.518, 1.363)
H (4.772, -2.358, 0.907)
C (1.941, -3.562, -0.593)
H (1.111, -3.225, 0.050)
H (1.553, -3.728, -1.609)
H (2.290, -4.531, -0.196)
C (4.199, -3.002, -1.590)
H (4.341, -2.304, -2.425)
H (5.167, -3.153, -1.089)
H (3.913, -3.975, -2.020)
C (-3.329, 1.903, 2.226)
H (-3.579, 1.955, 3.297)
H (-2.271, 2.177, 2.120)
H (-3.935, 2.653, 1.708)
C (-2.991, -0.519, 2.729)
H (-3.147, -1.568, 2.443)
H (-1.915, -0.364, 2.870)
H (-3.480, -0.360, 3.705)
C (-5.119, 0.226, 1.640)
H (-5.463, -0.092, 2.641)
H (-5.678, 1.138, 1.394)
H (-5.399, -0.568, 0.938)
C (-2.705, 1.100, -2.681)
H (-3.448, 1.164, -3.491)
H (-1.916, 1.839, -2.876)
H (-2.228, 0.121, -2.752)
C (-3.083, 2.839, -0.942)
H (-2.007, 2.973, -0.762)
H (-3.358, 3.482, -1.788)
H (-3.637, 3.187, -0.067)
C (-4.916, 1.195, -1.473)
H (-5.203, 0.161, -1.697)
H (-5.473, 1.534, -0.592)
H (-5.247, 1.812, -2.320)
Ca (0.084, 0.244, 0.223)
N (0.495, 1.363, -1.672)
C (0.894, 0.705, -2.673)
C (0.961, 1.255, -4.081)
C (0.890, 2.648, -4.172)
C (1.096, 0.493, -5.255)
C (1.047, 3.291, -5.400)
H (0.711, 3.205, -3.249)
C (1.224, 1.137, -6.491)
H (1.076, -0.597, -5.217)
C (1.217, 2.533, -6.569)
H (1.023, 4.378, -5.438)
H (1.315, 0.554, -7.409)
H (1.324, 3.030, -7.530)
Cl (2.004, -1.211, 5.564)
C (1.066, -1.829, 4.275)
C (0.448, -3.080, 4.374)
C (-0.273, -3.535, 3.268)
C (-0.336, -2.749, 2.112)
N (0.224, -1.521, 2.042)
C (0.938, -1.071, 3.099)
H (0.554, -3.663, 5.287)
H (-0.785, -4.499, 3.273)
H (-0.862, -3.126, 1.229)
H (1.433, -0.100, 3.025)

Atoms 1-3, force components in eV/Å:
C 0.54 -0.05 0.03
C 0.52 0.21 0.39
C 0.09 0.25 -0.03

Computed properties:
LUMO   -2.647 eV
Orbital gap   6.8857 eV
HOMO   -9.5324 eV
ΔE to the lowest compared entry with this formula, charge and spin   9.8 kcal per mole
Net charge   +1